Density functional theory data (wB97M-V/def2-TZVPD) for C45H56CaF18N3O45S6 as an isolated structure at a distorted geometry.

Each line ends with the Löwdin charge.
Atoms and positions in Å:
Ca1 10.04302 11.58279 -0.17242  1.744
C1 5.89933 14.50747 1.42105  -0.594
F1 6.33245 13.61908 2.34081  0.085
F2 4.64877 14.80171 1.80301  0.128
F3 6.62059 15.64003 1.37617  0.129
S1 5.93555 13.56814 -0.33342  0.697
O1 4.59296 13.67440 -0.89049  -0.285
O2 7.00050 14.20214 -1.09071  -0.345
N1 6.50204 11.96119 0.13677  -0.366
S2 5.22916 11.18820 0.45741  0.543
O3 4.32539 11.74953 1.46828  -0.309
O4 4.63154 10.77044 -0.80847  -0.313
C2 6.11505 9.52868 1.18332  -0.700
F4 5.88851 9.38914 2.42724  0.200
F5 5.76716 8.50808 0.46778  0.177
F6 7.44832 9.63770 1.00016  0.052
C3 8.80819 10.73443 -5.61078  -0.681
F7 9.09619 11.96487 -5.71765  0.170
F8 7.71374 10.48605 -4.81215  0.114
F9 8.78159 10.39060 -6.88007  0.166
S3 10.31240 9.90266 -4.81079  0.683
O5 9.77241 8.98638 -3.79006  -0.374
O6 11.02185 9.20721 -5.84436  -0.277
N2 11.15473 11.08473 -3.80925  -0.332
S4 12.22526 11.67640 -4.73864  0.509
O7 11.73605 11.94991 -6.10487  -0.318
O8 12.91777 12.75249 -4.11324  -0.321
C4 13.70092 10.39595 -4.85593  -0.668
F10 13.37278 9.15990 -4.42155  0.098
F11 13.87204 10.18137 -6.12721  0.149
F12 14.74615 10.90107 -4.24057  0.153
C5 14.65124 11.44088 2.10921  -0.603
F13 14.25883 12.21990 1.01893  0.082
F14 15.91529 11.00230 2.07301  0.131
F15 14.63736 12.16047 3.22385  0.125
S5 13.53149 9.91173 2.30777  0.729
O9 13.24008 9.46786 0.90117  -0.382
O10 14.25937 8.94426 3.18908  -0.300
N3 12.04288 10.67028 2.85758  -0.346
S6 12.12929 10.29738 4.37153  0.567
O11 11.84687 8.86996 4.63727  -0.322
O12 13.32450 10.78894 5.11803  -0.345
C6 10.69752 11.45915 5.09162  -0.659
F16 10.71383 12.68658 4.58953  0.144
F17 9.59035 10.77656 4.99301  0.147
F18 10.97403 11.48749 6.41099  0.108
C7 13.20345 16.24999 7.66067  -0.120
C8 14.70213 16.01792 7.59024  -0.142
O13 15.08456 15.35548 8.76235  0.069
C9 13.99971 15.25200 9.56635  -0.514
O14 14.04414 14.69643 10.64900  0.133
O15 12.90018 15.80499 8.96833  0.058
H1 12.60741 15.75214 6.89583  0.130
H2 12.94290 17.30737 7.61421  0.128
H3 15.24687 16.93585 7.36945  0.129
H4 14.94795 15.28381 6.82294  0.131
C10 21.27783 13.18344 -1.41716  -0.116
C11 20.74549 13.34198 -2.79504  -0.124
O16 21.49153 14.40025 -3.33384  0.097
C12 22.29226 14.93149 -2.46653  -0.601
O17 23.15617 15.74888 -2.67496  0.141
O18 22.10822 14.33433 -1.27335  0.061
H5 21.94395 12.32645 -1.31745  0.132
H6 20.50509 13.14222 -0.64951  0.136
H7 19.71989 13.71078 -2.77968  0.137
H8 20.77431 12.45514 -3.42813  0.139
C13 6.40788 16.92400 7.68678  -0.072
C14 5.64946 17.92672 6.85962  -0.116
O19 6.65361 18.85663 6.43170  0.110
C15 7.46223 18.97289 7.39413  -0.696
O20 8.12731 19.93787 7.53444  0.177
O21 7.53773 17.80518 8.04052  0.067
H9 6.64889 16.05701 7.07168  0.130
H10 5.85155 16.64065 8.58026  0.131
H11 4.87508 18.39155 7.46984  0.133
H12 5.12472 17.46036 6.02579  0.135
C16 13.94042 3.63440 6.42471  -0.100
C17 13.70386 2.22784 6.85744  -0.157
O22 13.82487 1.45241 5.69788  0.066
C18 14.37447 2.21625 4.70640  -0.500
O23 14.66596 1.85780 3.53354  0.082
O24 14.46907 3.49286 5.08085  0.077
H13 14.73722 4.08099 7.01950  0.131
H14 13.04373 4.22147 6.62323  0.134
H15 12.67305 2.18113 7.20866  0.131
H16 14.35510 1.84113 7.64131  0.135
C19 10.85204 9.46303 11.63616  -0.111
C20 10.68161 8.78382 12.97282  -0.135
O25 11.42620 7.60926 12.84551  0.057
C21 11.88948 7.46000 11.58128  -0.577
O26 12.49379 6.45051 11.27173  0.134
O27 11.61248 8.53052 10.90919  0.098
H17 11.33906 10.43817 11.63605  0.136
H18 9.89761 9.59309 11.12602  0.130
H19 9.65753 8.43567 13.10757  0.134
H20 11.07148 9.41725 13.76960  0.134
C22 10.59846 3.96063 0.95469  0.000
C23 10.56150 4.05072 -0.61623  -0.243
C24 11.87642 3.87979 -1.40942  -0.095
O28 11.61829 2.84453 -2.30966  0.115
C25 10.38692 2.43247 -2.11085  -0.721
O29 9.95624 1.45696 -2.64847  0.147
O30 9.82398 2.93628 -1.14332  0.135
H21 9.62006 4.30125 1.29353  0.074
H22 11.40176 4.62179 1.27976  0.082
H23 10.67725 2.93958 1.32799  0.087
H24 9.91244 4.87264 -0.91837  0.150
H25 12.75928 3.83028 -0.77208  0.138
H26 11.85687 4.84700 -1.91165  0.131
C26 18.28301 6.18729 -1.21982  -0.038
C27 18.06543 4.73441 -1.02172  -0.352
C28 17.70729 4.08986 -2.32415  -0.133
O31 18.38498 2.85541 -2.24532  0.058
C29 19.34406 2.94527 -1.19884  -0.549
O32 20.08304 2.05993 -0.88460  0.163
O33 19.23356 4.07362 -0.60723  0.143
H27 17.49542 6.72386 -1.74887  0.098
H28 19.17469 6.32917 -1.83045  0.095
H29 18.47045 6.71799 -0.28637  0.089
H30 17.24771 4.65959 -0.30490  0.162
H31 17.93995 4.79454 -3.12252  0.127
H32 16.64064 3.92984 -2.48146  0.138
C30 21.75954 16.37851 3.16223  -0.013
C31 20.39202 16.33501 3.89054  -0.323
C32 19.73727 17.66806 4.12515  -0.101
O34 18.87667 17.89444 3.04310  0.114
C33 18.70800 16.75425 2.44579  -0.611
O35 17.92547 16.51430 1.55913  0.147
O36 19.52528 15.85749 2.95815  0.094
H33 22.17482 15.43667 2.80365  0.085
H34 22.58191 16.84739 3.70256  0.079
H35 21.78098 17.04300 2.29846  0.090
H36 20.49065 15.75154 4.80593  0.159
H37 20.49768 18.44813 4.08818  0.141
H38 19.17196 17.64811 5.05689  0.140
C34 17.07615 9.04401 8.36539  -0.001
C35 18.36270 9.68583 7.78069  -0.353
C36 18.29474 11.02065 7.19236  -0.092
O37 19.31256 11.77163 7.89133  0.063
C37 19.66387 11.11123 9.02449  -0.491
O38 20.27964 11.54573 9.97527  0.139
O39 18.95114 9.93057 9.01562  0.039
H39 17.20450 8.40793 9.24119  0.089
H40 16.62813 8.50187 7.53264  0.084
H41 16.50528 9.88432 8.76046  0.089
H42 18.89438 8.97312 7.15024  0.155
H43 17.35439 11.55458 7.32930  0.142
H44 18.55354 10.88418 6.14236  0.138
C38 11.47485 20.67903 1.12371  -0.035
C39 12.35721 19.38540 1.04039  -0.261
C40 12.62589 18.80735 2.45843  -0.075
O40 12.26024 17.44836 2.34548  0.103
C41 11.81922 17.14942 1.17000  -0.610
O41 11.40119 16.05434 0.95154  0.140
O42 11.72560 18.25435 0.39378  0.089
H45 11.97384 21.61706 1.36701  0.082
H46 10.59827 20.66134 1.77132  0.080
H47 11.03919 20.91761 0.15346  0.078
H48 13.14016 19.69666 0.34888  0.148
H49 11.97398 19.38607 3.11281  0.128
H50 13.67390 19.08378 2.57396  0.137
C42 6.72372 5.98047 7.78305  -0.003
C43 6.69596 4.54843 8.27272  -0.348
C44 7.49390 3.59726 7.39129  -0.065
O43 8.24811 2.80571 8.36508  0.052
C45 8.07789 3.31204 9.62655  -0.510
O44 8.62423 2.92676 10.68132  0.106
O45 7.22495 4.30492 9.53292  0.100
H51 6.79118 6.59210 8.68275  0.092
H52 5.83127 6.29515 7.24213  0.087
H53 7.54417 6.10984 7.07720  0.081
H54 5.69740 4.11409 8.22445  0.151
H55 8.17275 4.15394 6.74524  0.123
H56 6.84278 2.93490 6.82084  0.134

Cartesian forces (eV/Å) of the 3 atoms listed first:
-0.3 -0.3 -0.3
-1.0 -1.1 -0.2
0.8 1.1 -0.3

Calculated values
charge = -1
LUMO energy = -0.08737 hartree
frontier orbital gap = 6.2926 eV